Record 1
The molecule C6H9N, computed with the ωB97M-V functional and the def2-TZVPD basis.

Properties
**Molecular weight**: 95.14 g mol⁻¹
**E**: -7858.0997 eV
**LUMO energy**: 1.1 eV
**Structure (SMILES)**: Cc1cc[nH]c1C
**Charge**: 0
**Highest occupied orbital energy**: -7.82 eV
**Energy relative to the best compared isomer or geometry (same formula, charge and spin)**: 1.38 kcal/mol

Each line ends with the Mulliken charge.
Atoms and positions in Å:
C 1.48 0.47 -1.30  -1.23
C 0.48 0.50 -0.18  1.12
C 0.28 1.58 0.72  -0.70
C -0.73 1.23 1.58  -0.52
N -1.16 -0.02 1.23  0.03
C -0.43 -0.49 0.16  -0.15
C -0.68 -1.83 -0.44  -1.25
H 1.19 1.14 -2.12  0.24
H 1.59 -0.53 -1.73  0.31
H 2.47 0.78 -0.95  0.31
H 0.82 2.52 0.74  0.40
H -1.18 1.77 2.40  0.39
H -1.88 -0.54 1.70  0.19
H 0.14 -2.11 -1.11  0.29
H -1.61 -1.86 -1.03  0.26
H -0.76 -2.61 0.33  0.33

Record 2
C6H9N as an isolated structure, computed with the ωB97M-V functional and the def2-TZVPD basis.

Properties
**Molecular weight**: 95.14 g mol⁻¹
**E**: -7854.0296 eV
**LUMO energy**: 0.9 eV
**Charge**: 0
**Highest occupied orbital energy**: -7.55 eV
**Energy relative to the best compared isomer or geometry (same formula, charge and spin)**: 95.24 kcal/mol

Each line ends with the Mulliken charge.
Atoms and positions in Å:
C 2.50 -0.35 0.13  -1.19
C 1.04 -0.06 -0.07  0.48
C 0.08 -0.89 -0.60  -0.69
C -1.16 -0.24 -0.35  0.80
C -2.55 -0.48 -0.10  -1.21
C -0.90 1.08 0.12  -0.59
N 0.49 1.10 0.40  -0.20
H 2.74 -0.38 1.20  0.30
H 2.76 -1.31 -0.31  0.30
H 3.13 0.42 -0.33  0.32
H 0.25 -1.91 -0.92  0.37
H -2.23 0.95 0.55  0.27
H -2.80 -0.64 0.94  0.26
H -3.15 -1.11 -0.77  0.28
H -1.22 1.90 -0.53  0.27
H 1.03 1.92 0.63  0.24

Record 3
The molecule C6H9N at a distorted geometry, computed with the ωB97M-V functional and the def2-TZVPD basis.

Properties
**Molecular weight**: 95.14 g mol⁻¹
**E**: -7854.7870 eV
**LUMO energy**: 1.1 eV
**Structure (SMILES)**: CC#CC[C@H]1CN1
**Charge**: 0
**Highest occupied orbital energy**: -8.89 eV
**Energy relative to the best compared isomer or geometry (same formula, charge and spin)**: 77.77 kcal/mol

Each line ends with the Mulliken charge.
Atoms and positions in Å:
C 2.21 1.17 1.33  -1.37
C 1.36 0.09 0.85  0.44
C 0.84 -0.91 0.44  0.00
C -0.23 -1.71 -0.14  -0.66
C -1.44 -0.75 -0.43  -0.05
C -1.38 0.68 -0.03  -0.06
N -1.17 0.29 -1.42  -0.54
H 1.83 1.63 2.25  0.31
H 2.34 1.95 0.58  0.30
H 3.17 0.70 1.53  0.33
H -0.48 -2.55 0.54  0.35
H 0.10 -2.16 -1.09  0.27
H -2.40 -1.28 -0.47  0.39
H -0.45 0.94 0.47  -0.22
H -2.23 1.30 0.28  0.28
H -1.97 0.50 -2.01  0.23

Record 4
C6H9N as an isolated structure at a distorted geometry, computed with the ωB97M-V functional and the def2-TZVPD basis.

Properties
**Molecular weight**: 95.14 g mol⁻¹
**E**: -7854.7184 eV
**LUMO energy**: 0.1 eV
**Charge**: 0
**Highest occupied orbital energy**: -10.14 eV
**Energy relative to the best compared isomer or geometry (same formula, charge and spin)**: 79.36 kcal/mol

Each line ends with the Mulliken charge.
Atoms and positions in Å:
C -2.05 0.03 0.02  0.13
C 0.74 1.80 0.88  -0.81
C 0.52 0.70 0.21  0.94
C -0.28 -0.43 0.74  0.12
C 0.80 0.53 -1.26  -1.43
C -0.10 -1.82 0.22  -1.57
N -3.13 0.41 -0.25  -0.48
H -0.63 -0.28 1.87  0.30
H 1.13 2.81 0.48  0.25
H 0.48 1.79 1.96  0.23
H 1.25 1.35 -1.67  0.43
H 1.46 -0.33 -1.46  0.32
H -0.11 0.19 -1.88  0.29
H 0.80 -2.27 0.36  0.50
H -0.15 -1.89 -0.81  0.38
H -0.74 -2.59 0.62  0.39

Record 5
The molecule C6H9N at a distorted geometry, computed with the ωB97M-V functional and the def2-TZVPD basis.

Properties
**Molecular weight**: 95.14 g mol⁻¹
**E**: -7853.6367 eV
**LUMO energy**: 0.9 eV
**Structure (SMILES)**: CC#CCN1CC1
**Charge**: 0
**Highest occupied orbital energy**: -9.13 eV
**Energy relative to the best compared isomer or geometry (same formula, charge and spin)**: 104.30 kcal/mol

Each line ends with the Mulliken charge.
Atoms and positions in Å:
C 2.62 0.55 -0.14  -1.00
C 1.89 -0.67 0.09  0.09
C 0.96 -1.44 0.00  -0.29
C -0.33 -1.13 -0.66  -0.12
N -1.31 -0.69 0.32  -0.31
C -2.29 0.24 -0.20  -0.44
C -1.24 0.70 0.74  -0.25
H 2.55 0.78 -1.22  0.26
H 3.67 0.49 0.15  0.33
H 2.12 1.37 0.40  0.26
H -0.09 -0.31 -1.37  0.24
H -0.73 -1.96 -1.24  0.35
H -3.31 0.06 0.12  0.24
H -2.18 0.56 -1.24  0.23
H -0.47 1.35 0.33  0.18
H -1.47 0.88 1.79  0.23

Record 6
The molecule C6H9N at a distorted geometry, computed with the ωB97M-V functional and the def2-TZVPD basis.

Properties
**Molecular weight**: 95.14 g mol⁻¹
**E**: -7854.7375 eV
**LUMO energy**: 1.1 eV
**Structure (SMILES)**: C=N[C@H]1CC12CC2
**Charge**: 0
**Highest occupied orbital energy**: -9.54 eV
**Energy relative to the best compared isomer or geometry (same formula, charge and spin)**: 78.91 kcal/mol

Each line ends with the Mulliken charge.
Atoms and positions in Å:
C -2.40 0.35 0.48  -0.41
N -1.46 1.15 0.24  -0.45
C -0.54 0.70 -0.76  -0.15
C 0.77 1.38 -0.52  -0.77
C 0.60 -0.04 -0.14  0.47
C 0.90 -0.93 1.01  -0.58
C 1.39 -1.27 -0.39  -0.55
H -2.79 0.35 1.49  0.29
H -2.71 -0.42 -0.23  0.30
H -0.90 0.36 -1.73  0.39
H 0.67 2.10 0.29  0.28
H 1.36 1.67 -1.37  0.27
H 0.11 -1.56 1.42  0.22
H 1.64 -0.60 1.74  0.22
H 2.44 -1.13 -0.61  0.23
H 0.93 -2.12 -0.89  0.24

Record 7
C6H9N as an isolated structure at a distorted geometry, computed with the ωB97M-V functional and the def2-TZVPD basis.

Properties
**Molecular weight**: 95.14 g mol⁻¹
**E**: -7854.0653 eV
**LUMO energy**: 1.2 eV
**Charge**: 0
**Highest occupied orbital energy**: -8.73 eV
**Energy relative to the best compared isomer or geometry (same formula, charge and spin)**: 94.42 kcal/mol

Each line ends with the Mulliken charge.
Atoms and positions in Å:
C -0.97 1.31 -0.74  -0.80
N 0.41 0.86 -0.78  -0.26
C 0.76 0.82 0.61  -0.47
C -0.05 -0.47 1.15  -0.64
C -0.51 -1.31 -0.07  -0.48
C 0.65 -0.63 -0.79  -0.32
C 1.36 -0.50 0.59  -0.24
H -0.95 2.37 -0.42  0.28
H -1.40 0.73 0.12  0.32
H -1.50 1.22 -1.70  0.25
H 0.99 1.77 1.09  0.47
H -0.38 -0.68 2.16  0.39
H -1.53 -1.28 -0.49  0.30
H -0.22 -2.35 0.07  0.30
H 1.10 -1.03 -1.69  0.45
H 2.24 -0.93 1.04  0.44

Record 8
C6H9N as an isolated structure, computed with the ωB97M-V functional and the def2-TZVPD basis.

Properties
**Molecular weight**: 95.14 g mol⁻¹
**E**: -7856.1467 eV
**LUMO energy**: 1.1 eV
**Charge**: 0
**Highest occupied orbital energy**: -9.69 eV
**Energy relative to the best compared isomer or geometry (same formula, charge and spin)**: 46.42 kcal/mol

Each line ends with the Mulliken charge.
Atoms and positions in Å:
C 2.12 -0.06 -0.27  -1.17
C 0.77 0.56 -0.32  0.45
C -0.36 0.56 0.69  0.18
C -1.00 1.43 -0.44  -0.54
N 0.21 1.22 -1.27  -0.64
C -1.15 -1.69 -0.06  -0.80
C -0.98 -0.80 0.92  -0.34
H 2.85 0.63 0.16  0.32
H 2.45 -0.33 -1.28  0.32
H 2.10 -0.96 0.35  0.30
H -0.17 1.09 1.63  0.44
H -1.91 1.02 -0.88  0.31
H -1.15 2.49 -0.20  0.27
H -0.84 -1.47 -1.08  0.28
H -1.63 -2.65 0.12  0.29
H -1.29 -1.04 1.93  0.34

Which value of highest occupied orbital energy does entry 4 give?
-10.14 eV

Which of these has the lowest energy relative to the best compared isomer or geometry (same formula, charge and spin)?
number 1

Please write out number 1 again, unchanged.
The molecule C6H9N, computed with the ωB97M-V functional and the def2-TZVPD basis.

Properties
**Molecular weight**: 95.14 g mol⁻¹
**E**: -7858.0997 eV
**LUMO energy**: 1.1 eV
**Structure (SMILES)**: Cc1cc[nH]c1C
**Charge**: 0
**Highest occupied orbital energy**: -7.82 eV
**Energy relative to the best compared isomer or geometry (same formula, charge and spin)**: 1.38 kcal/mol

Each line ends with the Mulliken charge.
Atoms and positions in Å:
C 1.48 0.47 -1.30  -1.23
C 0.48 0.50 -0.18  1.12
C 0.28 1.58 0.72  -0.70
C -0.73 1.23 1.58  -0.52
N -1.16 -0.02 1.23  0.03
C -0.43 -0.49 0.16  -0.15
C -0.68 -1.83 -0.44  -1.25
H 1.19 1.14 -2.12  0.24
H 1.59 -0.53 -1.73  0.31
H 2.47 0.78 -0.95  0.31
H 0.82 2.52 0.74  0.40
H -1.18 1.77 2.40  0.39
H -1.88 -0.54 1.70  0.19
H 0.14 -2.11 -1.11  0.29
H -1.61 -1.86 -1.03  0.26
H -0.76 -2.61 0.33  0.33